{
  "formula": "C8H10Si2",
  "method": "ωB97M-V with the def2-TZVPD basis set",
  "elements": ["C", "C", "C", "C", "C", "C", "C", "C", "Si", "Si", "H", "H", "H", "H", "H", "H", "H", "H", "H", "H"],
  "positions_angstrom": [[-0.22157, 0.85273, -0.38120], [-1.44313, 1.25970, -0.33202], [3.70610, -0.46498, 0.31568], [3.52160, 0.90997, 0.20888], [2.67107, -1.38622, 0.17510], [2.21832, 1.37114, -0.03503], [1.44382, -0.89257, -0.12099], [1.13492, 0.42843, -0.20559], [-4.03977, -1.10516, -0.01821], [-3.28841, 1.11665, -0.06416], [4.70604, -0.90547, 0.41462], [4.36313, 1.58643, 0.24763], [2.87853, -2.37940, 0.24981], [1.98258, 2.45498, -0.04834], [0.63266, -1.61566, 0.04823], [-4.32317, -1.68518, -1.30621], [-3.25525, -2.26550, 0.81111], [-5.36370, -1.06879, 0.61237], [-3.73441, 1.58133, -1.48541], [-3.58936, 2.20757, 0.91372]],
  "lowdin_charge": [-0.058, -0.226, -0.086, -0.077, -0.078, -0.010, -0.077, -0.262, 0.431, 0.401, 0.107, 0.100, 0.077, 0.120, 0.129, -0.140, -0.074, -0.147, -0.055, -0.074],
  "e_lumo_ha": 0.01173,
  "relative_energy_ev": 0.000,
  "fmax_ev_per_a": 6.18,
  "energy_ha": -889.6947,
  "smiles": "[SiH3][SiH2]C#Cc1ccccc1",
  "total_charge": 0,
  "multiplicity": 1
}

---

{
  "formula": "C22H41ClIrN4O6",
  "method": "ωB97M-V with the def2-TZVPD basis set",
  "elements": ["Ir", "C", "C", "C", "C", "C", "C", "N", "C", "C", "N", "C", "C", "O", "O", "C", "C", "C", "C", "C", "C", "N", "C", "C", "N", "C", "C", "O", "O", "H", "H", "H", "H", "H", "H", "H", "H", "H", "H", "H", "H", "H", "H", "H", "H", "H", "H", "H", "H", "H", "H", "H", "H", "H", "H", "H", "H", "H", "H", "H", "H", "H", "H", "H", "H", "H", "H", "H", "Cl", "C", "C", "O", "O", "H", "H"],
  "positions_angstrom": [[0.44997, 0.75794, -1.11671], [-0.60638, -3.89473, -1.44193], [0.24871, -2.93721, -0.61062], [-0.30951, -2.73179, 0.81962], [-1.65315, -2.07945, 1.21450], [-1.82512, -2.23089, 2.71989], [-2.87978, -2.57214, 0.46361], [-1.46299, -0.60886, 0.89040], [-2.38845, 0.45035, 1.35764], [-1.99198, 1.80424, 0.73992], [-0.53281, 2.09930, 0.54865], [-0.48480, 3.35827, -0.27391], [0.77382, 3.54771, -1.10936], [1.06524, 4.58842, -1.59803], [1.49594, 2.41156, -1.26398], [0.26417, 2.32761, 1.83035], [-0.32362, 1.67623, 3.08127], [1.79118, 2.15209, 1.69478], [2.53769, 0.80451, 1.54446], [4.02866, 1.12619, 1.69132], [2.16066, -0.21313, 2.61423], [2.33477, 0.23353, 0.15798], [2.76542, -1.16560, -0.05938], [2.23204, -1.67393, -1.38807], [0.75332, -1.70504, -1.37766], [0.18322, -1.60136, -2.74034], [-1.23244, -1.04689, -2.64950], [-2.14733, -1.38236, -3.33334], [-1.33296, -0.10093, -1.68999], [-0.92499, -4.71172, -0.79532], [-0.03071, -4.34427, -2.24894], [-1.50145, -3.45062, -1.86989], [1.16760, -3.48912, -0.39621], [0.45912, -2.23817, 1.42223], [-0.35254, -3.74571, 1.22498], [-1.90534, -3.28783, 2.97070], [-2.73599, -1.74613, 3.07055], [-0.97088, -1.82576, 3.26903], [-2.95084, -3.65565, 0.54895], [-2.85312, -2.31601, -0.59597], [-3.79114, -2.15599, 0.89393], [-0.52168, -0.35760, 1.20071], [-1.47397, -0.55694, -0.15235], [-2.39772, 0.45733, 2.44069], [-3.38796, 0.20176, 1.00452], [-2.45280, 2.59968, 1.33133], [-2.43191, 1.84499, -0.25589], [-0.62448, 4.23704, 0.35919], [-1.31592, 3.35413, -0.98275], [0.15310, 3.39900, 2.02184], [-0.37623, 0.59068, 3.07041], [-1.30963, 2.07701, 3.31012], [0.31747, 1.94169, 3.92114], [2.17522, 2.57708, 2.62660], [2.16609, 2.82372, 0.92480], [4.23972, 1.51021, 2.68904], [4.34147, 1.88502, 0.97060], [4.64079, 0.23444, 1.55146], [2.15287, 0.26943, 3.59003], [2.88767, -1.02329, 2.66673], [1.17671, -0.65634, 2.45888], [2.92163, 0.81328, -0.44399], [2.38580, -1.79077, 0.74467], [3.85398, -1.24608, -0.04485], [2.64241, -2.66440, -1.60276], [2.56252, -1.01310, -2.19417], [0.18446, -2.53324, -3.30159], [0.77529, -0.88385, -3.32049], [-1.62529, 1.19747, -6.18118], [-1.70115, 2.69828, -5.37737], [-1.35534, 2.38530, -3.66037], [-2.29986, 2.87392, -3.08844], [-0.30720, 1.81669, -3.47163], [-2.67232, 3.16601, -5.44378], [-0.84688, 3.34481, -5.57100]],
  "lowdin_charge": [1.648, -0.019, -0.261, -0.075, -0.476, -0.002, 0.014, 0.058, -0.090, -0.122, -0.171, -0.078, -0.570, 0.190, -0.218, -0.276, -0.028, -0.087, -0.514, -0.010, -0.022, -0.075, -0.160, -0.163, -0.166, -0.108, -0.582, 0.160, -0.254, 0.104, 0.100, 0.075, 0.139, 0.092, 0.145, 0.113, 0.100, 0.093, 0.114, 0.087, 0.101, 0.108, 0.074, 0.108, 0.150, 0.152, 0.120, 0.154, 0.118, 0.149, 0.052, 0.095, 0.110, 0.142, 0.115, 0.108, 0.106, 0.094, 0.109, 0.102, 0.046, 0.112, 0.100, 0.142, 0.146, 0.129, 0.137, 0.132, 0.771, -0.422, -0.624, 0.167, 0.016, 0.080, 0.098],
  "e_lumo_ha": [-0.16534, -0.31155],
  "relative_energy_ev": 0.195,
  "fmax_ev_per_a": 0.53,
  "energy_ha": -2097.1788,
  "total_charge": 2,
  "s_squared": 8.77,
  "multiplicity": 6
}

---

{
  "formula": "C4H17NO3",
  "method": "ωB97M-V with the def2-TZVPD basis set",
  "elements": ["C", "N", "C", "C", "C", "H", "H", "H", "H", "H", "H", "H", "H", "H", "H", "H", "H", "H", "O", "H", "H", "O", "H", "H", "O"],
  "positions_angstrom": [[-0.00558, -0.85321, 1.17126], [1.14923, -0.08217, 0.68018], [0.88486, 1.09259, -0.14736], [2.09683, 1.99751, -0.13630], [0.56219, -2.17030, 1.70939], [-0.47788, -0.28587, 1.98199], [-0.71188, -1.06402, 0.36945], [1.75958, 0.16745, 1.44386], [0.55122, 0.80310, -1.13603], [-0.03824, 1.59654, 0.18150], [1.81428, 2.92877, -0.61671], [2.43319, 2.21531, 0.87649], [2.94044, 1.63514, -0.72368], [1.34608, -2.05958, 2.45757], [1.04343, -2.69488, 0.88250], [-0.25801, -2.75767, 2.12333], [-2.30656, 0.94664, 0.86306], [-2.51645, 2.39286, 0.61404], [-2.40204, 1.77700, 1.34833], [0.86100, -1.44078, -1.41742], [1.14492, -0.37906, -2.48791], [0.55107, -1.10565, -2.26936], [-1.27284, -0.71479, -2.08576], [-2.56868, -1.49071, -1.99432], [-2.21014, -0.60449, -1.84031]],
  "lowdin_charge": [-0.282, -0.095, -0.302, -0.086, -0.098, 0.109, 0.093, 0.100, 0.075, 0.099, 0.070, 0.074, 0.072, 0.069, 0.065, 0.071, 0.013, 0.039, -0.066, 0.041, 0.056, -0.057, -0.015, 0.040, -0.083],
  "e_lumo_ha": 0.02532,
  "relative_energy_ev": 0.595,
  "fmax_ev_per_a": 1.74,
  "energy_ha": -443.0554,
  "smiles": "CCNCC.O.O.O",
  "total_charge": 0,
  "multiplicity": 1
}